[1]
Density functional theory data (ωB97M-V/def2-TZVPD) for a 2-piece molecular cluster, C2H7S2 overall at a distorted geometry.

**LUMO**: 3.099 eV
**Energy relative to the best compared isomer or geometry (same formula, charge and spin)**: 17.4 kcal per mole
**Total charge**: -1
**Kohn-Sham gap**: 5.706 eV

Each line ends with the Mulliken charge.
Geometry (Å):
S 0.39345 3.62727 -1.16760  -0.84
H -0.06358 2.43724 -1.53872  -0.16
C 0.88912 -1.20399 0.25425  -1.00
C -0.22428 -0.17058 0.44944  0.17
S -1.84571 -0.92661 0.43265  -0.31
H 1.02677 -1.79320 1.17930  0.29
H 0.78944 -2.03363 -0.45439  0.32
H 1.78697 -0.59471 0.06068  0.29
H -0.28009 0.71240 -0.17429  -0.09
H -0.02547 0.07109 1.50855  0.20
H -2.44663 -0.12530 -0.54986  0.14

Atoms 1-6, force components in eV/Å:
S 0.139 0.281 0.190
H -0.165 -0.387 -0.209
C 0.702 -0.111 -0.025
C 0.268 -1.009 1.319
S -1.577 0.389 -1.051
H 0.057 0.611 -0.010

[2]
Density functional theory data (ωB97M-V/def2-TZVPD) for a 2-piece molecular cluster, C2H7S3 overall at a distorted geometry.

**LUMO (spin up / spin down)**: 0.318 / -1.923 eV
**Energy relative to the best compared isomer or geometry (same formula, charge and spin)**: 16.5 kcal per mole
**Spin multiplicity**: 2
**Kohn-Sham gap (spin up / spin down)**: 9.086 / 6.978 eV

Each line ends with the Löwdin spin population.
Geometry (Å):
C 1.86121 -1.76180 -1.29937  0.00
S 1.00938 -2.03930 0.26364  0.01
H 1.87595 -0.71132 -1.59340  0.00
H 1.34288 -2.23429 -2.13541  0.00
H 2.87528 -2.13595 -1.24352  0.00
C -2.65649 0.53012 -0.40998  0.03
S -1.27220 1.07006 0.68800  0.34
S 0.55924 1.76937 0.14841  0.58
H -2.64895 0.93583 -1.41966  0.00
H -2.43238 -0.53524 -0.46728  0.01
H -3.57128 0.71585 0.13258  0.00
H 0.63198 -0.79750 0.18936  0.01

Atoms 1-6, force components in eV/Å:
C 0.125 -0.265 -1.097
S 0.230 -0.444 -0.187
H 0.149 0.042 0.504
H 0.076 -0.342 0.167
H 0.159 -0.026 -0.084
C 1.749 -0.381 -0.798

[3]
Density functional theory data (ωB97M-V/def2-TZVPD) for a 2-piece molecular cluster, C2H8 overall at a distorted geometry.

**SMILES string**: C.C
**LUMO**: 1.128 eV
**Energy relative to the best compared isomer or geometry (same formula, charge and spin)**: 29.5 kcal per mole
**Kohn-Sham gap**: 12.194 eV

Each line ends with the Mulliken charge.
Geometry (Å):
C 0.00000 0.00000 0.00000  -0.96
H -0.06569 -0.13253 1.09001  0.03
H -0.15261 -0.96908 -0.49758  0.33
H 0.99265 0.39465 -0.26248  0.29
H -0.77453 0.70765 -0.33066  0.27
C 0.17262 0.72359 2.52465  -0.99
H 0.97036 0.10819 2.08319  0.22
H 0.27033 0.72061 3.62030  0.32
H -0.80743 0.31119 2.24281  0.22
H 0.25663 1.75516 2.15209  0.26

Atoms 1-6, force components in eV/Å:
C -0.242 -0.627 -0.793
H -0.192 -0.635 -3.067
H 0.057 0.353 -0.084
H -0.307 -0.128 0.046
H 0.237 -0.223 0.035
C 0.300 0.512 2.129

[4]
Density functional theory data (ωB97M-V/def2-TZVPD) for a single C2H8BN molecule at a distorted geometry.

**SMILES string**: CB(C)N
**LUMO**: 0.648 eV
**Energy relative to the best compared isomer or geometry (same formula, charge and spin)**: 0.0 kcal per mole
**Kohn-Sham gap**: 10.965 eV

Each line ends with the Mulliken charge.
Geometry (Å):
B 0.00301 -0.05907 -0.03244  0.23
C -1.44955 0.41701 -0.43312  -1.13
C 1.42046 0.80844 0.06143  -0.94
N 0.04008 -1.37406 0.48244  -0.42
H -1.84856 -0.29130 -1.05341  0.38
H -1.41884 1.31361 -0.84609  0.35
H -2.14508 0.37843 0.41675  0.32
H 1.51638 1.28591 1.01071  0.33
H 1.65622 1.40696 -0.80228  0.29
H 2.09344 -0.04610 0.12463  0.21
H -0.76094 -1.95980 0.45575  0.19
H 0.89339 -1.88002 0.61563  0.19

Atoms 1-6, force components in eV/Å:
B 0.414 0.525 1.147
C 1.153 -2.207 3.404
C -1.644 -2.605 -0.596
N 0.722 0.530 -0.516
H -1.050 -1.719 -2.140
H -0.363 4.129 -1.934

Calculated E (eV), listed in the same order as above: -23858.462 -34691.773 -2202.356 -4371.194